Record 1
# C4H7BrNS

A gas-phase ion, C4H7BrNS (charge +1) at a distorted geometry (ωB97M-V/def2-TZVPD, the OMol25 dataset).

The calculation puts the calculated total energy at -86619.613 eV. The highest occupied orbital energy (spin up / spin down) comes out at -0.4941 / -0.4941 Ha. As for the net charge: +1. As for the orbital gap (spin up / spin down): 7.903 / 7.902 eV. As for the LUMO energy (spin up / spin down): -5.54 / -5.54 eV.

Each line ends with the Löwdin charge.
Element x y z (Å)
C: 0.781 -1.211 -1.179  -0.4031
C: 0.891 -0.755 0.036  -0.8250
C: -1.675 -0.492 -0.643  -0.1583
C: 0.313 1.554 0.697  -0.0713
N: -0.109 0.164 0.612  -0.1512
S: -0.687 -0.799 -2.067  0.9870
Br: 2.287 -1.230 1.200  0.8627
H: 1.462 -1.780 -1.787  0.0905
H: -1.669 -1.327 0.077  0.0801
H: -2.518 0.166 -0.851  0.0735
H: -0.449 2.317 0.546  0.0948
H: 0.607 1.821 1.762  0.1172
H: 1.232 1.702 0.030  0.1310
H: -0.466 -0.130 1.566  0.1720

***

Record 2
# C4H7BrO

2 unconnected molecules or ions with the total composition C4H7BrO at a distorted geometry (ωB97M-V/def2-TZVPD, the OMol25 dataset).

The calculation puts the calculated total energy at -76346.547 eV. The highest occupied orbital energy comes out at -0.3029 Ha. As for the orbital gap: 8.637 eV. As for the LUMO energy: 0.39 eV.

Each line ends with the Löwdin charge.
Element x y z (Å)
C: 0.148 -1.199 -0.278  -0.1972
C: 2.985 -2.072 -1.467  -0.4740
C: -0.631 1.202 0.166  -0.0750
C: 0.385 0.097 0.370  -0.2058
O: 1.003 -1.906 -0.844  -0.1325
Br: 2.892 -0.548 -2.502  0.5520
H: -0.944 -1.483 -0.406  0.1525
H: 2.597 -2.867 -2.204  -0.0514
H: -0.613 1.524 -0.798  0.0440
H: -0.294 2.050 0.754  0.0925
H: -1.590 0.840 0.293  0.0565
H: 0.195 -0.282 1.355  0.1221
H: 1.372 0.504 0.146  0.1162

***

Record 3
# C4H7BrO

C4H7BrO in the gas phase at a distorted geometry (ωB97M-V/def2-TZVPD, the OMol25 dataset).

The calculation puts the calculated total energy at -76350.199 eV. The highest occupied orbital energy comes out at -0.3715 Ha. As for the orbital gap: 10.781 eV. As for the LUMO energy: 0.67 eV. As for the structure (SMILES): CC[C@@H](Br)C=O.

Each line ends with the Löwdin charge.
Element x y z (Å)
C: -1.836 1.893 -0.116  -0.3276
C: -1.260 0.513 -0.387  -0.6503
C: 0.461 -1.232 0.208  -0.1191
C: -0.020 0.232 0.338  -0.3256
O: -2.904 2.300 0.278  0.0229
Br: -2.761 -0.721 -0.009  0.7207
H: -1.189 0.319 -1.491  0.1119
H: -1.128 2.752 -0.168  0.1308
H: 0.651 -1.716 -0.749  0.0788
H: -0.384 -1.785 0.724  0.0487
H: 1.336 -1.114 0.833  0.0656
H: 0.921 0.774 0.038  0.1402
H: -0.244 0.448 1.347  0.1030

***

Record 4
# C4H7CdO3

A molecular structure, C4H7CdO3 at a distorted geometry (ωB97M-V/def2-TZVPD, the OMol25 dataset).

The calculation puts the calculated total energy at -14955.595 eV. The highest occupied orbital energy (spin up / spin down) comes out at -0.4607 / -0.4579 Ha. As for the net charge: +1. As for the orbital gap (spin up / spin down): 5.926 / 5.859 eV. As for the LUMO energy (spin up / spin down): -6.61 / -6.60 eV.

Each line ends with the Löwdin charge.
Element x y z (Å)
C: 0.203 -0.849 -1.044  -0.2305
C: -0.223 0.286 -1.944  -0.0608
H: 0.416 -1.763 -1.612  0.1283
H: 1.085 -0.594 -0.446  0.1273
H: -1.184 0.064 -2.427  0.0834
H: 0.537 0.428 -2.724  0.0975
H: -0.316 1.220 -1.373  0.0885
O: -1.667 -1.497 1.834  -0.1687
Cd: -2.434 -2.347 0.215  1.4343
O: -0.844 -1.180 -0.108  -0.3396
C: -0.764 -0.839 1.262  -0.2005
O: 0.431 0.931 2.236  -0.1097
C: 1.228 1.892 2.032  -0.0299
H: 1.605 2.427 2.928  0.0946
H: 1.925 1.820 1.171  0.0857

***

Record 5
# C4H7Cl2N

C4H7Cl2N in the gas phase at a distorted geometry (ωB97M-V/def2-TZVPD, the OMol25 dataset).

The calculation puts the calculated total energy at -30795.136 eV. The highest occupied orbital energy comes out at -0.3484 Ha. As for the orbital gap: 10.364 eV. As for the LUMO energy: 0.88 eV. As for the structure (SMILES): C=C[C@@H](Cl)[C@H](N)Cl.

Each line ends with the Löwdin charge.
Element x y z (Å)
C: -0.323 0.764 2.249  0.0209
C: -0.796 0.114 1.212  -0.3087
C: 0.132 -0.460 0.215  -0.7531
C: -0.048 0.181 -1.270  -0.7975
N: 0.738 -0.407 -2.220  -0.0182
Cl: -0.392 -2.151 0.070  0.6393
Cl: 0.432 1.877 -0.826  0.5792
H: -0.827 1.121 3.132  0.0716
H: 0.698 0.753 2.259  0.0276
H: -1.801 -0.174 1.191  0.0806
H: 1.224 -0.228 0.497  0.1261
H: -1.143 0.141 -1.451  0.1137
H: 0.625 -0.406 -3.207  0.0781
H: 1.481 -1.124 -1.852  0.1404

***

Record 6
# C4H7Cl2N

C4H7Cl2N in the gas phase at a distorted geometry (ωB97M-V/def2-TZVPD, the OMol25 dataset).

The calculation puts the calculated total energy at -30788.910 eV. The highest occupied orbital energy (spin up / spin down) comes out at -0.1766 / -0.3525 Ha. The spin multiplicity is 3. As for the orbital gap (spin up / spin down): 5.582 / 4.706 eV. As for the LUMO energy (spin up / spin down): 0.78 / -4.89 eV.

Each line ends with the Löwdin charge.
Element x y z (Å)
C: 0.473 2.306 -0.566  -0.0520
C: 0.406 1.037 -0.921  -0.2729
C: -0.483 0.211 -0.025  -0.6532
C: 0.347 -1.130 0.288  -0.8613
N: -0.349 -2.167 1.032  -0.0395
Cl: -2.075 -0.359 -0.804  0.5920
Cl: 1.952 -0.988 0.882  0.6909
H: 1.194 2.991 -1.030  0.0534
H: -0.104 2.690 0.354  0.0900
H: 0.960 0.583 -1.820  0.1399
H: -0.879 0.686 0.797  0.0482
H: 0.576 -1.684 -0.590  0.0711
H: -1.199 -2.337 0.437  0.0592
H: -0.820 -1.838 1.966  0.1343